1.
142
Properties=species:S:1:pos:R:3 method="wB97M-V/def2-TZVPD" energy_ev=-194219.03885 orbital_gap_ha="0.041 / 0.194" total_charge=-3 spin_multiplicity=2
C 2.934 6.761 0.760
C 1.467 7.058 0.773
C 0.764 6.419 2.041
N -0.795 6.567 2.108
C -1.303 6.162 3.535
C -1.266 4.600 3.721
C -1.983 3.874 2.597
C -1.573 4.314 1.230
C -1.473 5.792 0.961
C -1.130 8.084 2.092
H 3.433 7.399 1.490
H 3.440 7.071 -0.154
H 3.055 5.741 1.125
H 0.998 6.903 -0.199
H 1.375 8.142 0.843
H 1.079 6.933 2.949
H 0.968 5.348 2.046
H -0.774 6.848 4.197
H -2.236 6.726 3.553
H -0.234 4.291 3.886
H -1.716 4.340 4.679
H -1.989 2.800 2.788
H -3.067 3.975 2.639
H -0.652 3.754 1.064
H -2.234 3.949 0.444
H -0.918 6.040 0.057
H -2.452 6.250 0.820
H -0.947 8.694 2.977
H -2.211 8.190 1.999
H -0.637 8.544 1.235
C -4.867 0.292 0.061
C -4.466 -1.181 -0.111
C -5.082 -2.254 0.815
N -4.430 -3.677 0.725
C -5.274 -4.596 1.664
C -4.864 -6.051 1.706
C -4.811 -6.554 0.271
C -4.017 -5.754 -0.747
C -4.362 -4.232 -0.743
C -2.997 -3.589 1.378
H -4.536 0.714 1.010
H -5.927 0.514 -0.070
H -4.384 0.809 -0.768
H -3.380 -1.140 -0.185
H -4.703 -1.407 -1.151
H -6.058 -2.461 0.375
H -5.137 -1.993 1.872
H -6.345 -4.568 1.464
H -5.240 -4.220 2.687
H -5.590 -6.710 2.181
H -3.951 -6.370 2.210
H -5.831 -6.376 -0.072
H -4.484 -7.591 0.197
H -4.109 -5.997 -1.805
H -2.973 -6.054 -0.647
H -5.376 -4.171 -1.138
H -3.656 -3.583 -1.261
H -2.518 -4.567 1.425
H -3.071 -3.182 2.386
H -2.342 -2.971 0.765
C 1.321 1.008 -3.612
N 0.860 0.700 -2.208
C 0.692 2.160 -1.676
C -0.554 0.006 -2.200
C 2.006 0.005 -1.445
C 1.884 0.080 0.091
O 2.445 1.283 0.494
H 2.203 1.636 -3.742
H 0.458 1.417 -4.137
H 1.405 0.024 -4.073
H 0.013 2.060 -0.830
H 0.019 2.726 -2.320
H 1.619 2.712 -1.520
H -0.811 -0.125 -1.149
H -0.179 -0.882 -2.710
H -1.227 0.550 -2.863
H 2.904 0.537 -1.760
H 2.200 -0.992 -1.840
H 2.439 -0.771 0.487
H 0.847 0.058 0.426
H 2.360 1.484 1.429
C 4.935 -1.118 4.111
C 3.804 -2.012 3.548
N 4.251 -3.423 3.565
C 4.656 -4.250 4.617
C 4.880 -5.513 4.090
N 4.798 -5.479 2.709
C 4.367 -4.213 2.358
C 4.975 -6.641 1.896
H 5.878 -1.338 3.611
H 5.116 -1.335 5.163
H 4.851 -0.051 3.903
H 3.566 -1.771 2.512
H 2.901 -1.951 4.155
H 4.618 -3.885 5.633
H 4.928 -6.490 4.546
H 4.024 -3.906 1.381
H 4.163 -7.354 2.034
H 5.904 -7.182 2.077
H 4.790 -6.429 0.844
P 0.833 -3.781 1.111
F 0.067 -4.586 -0.090
F 1.271 -5.068 1.955
F 2.144 -3.649 0.120
F 1.676 -2.922 2.200
F 0.169 -2.425 0.569
F -0.392 -3.950 2.159
P 2.647 2.712 3.937
F 1.478 2.782 2.843
F 2.531 1.064 4.201
F 3.770 2.253 2.903
F 3.642 2.839 5.185
F 2.926 4.288 3.596
F 1.502 2.936 5.148
P -1.943 -3.269 -4.188
F -2.660 -3.100 -5.569
F -2.972 -2.205 -3.488
F -2.930 -4.479 -3.745
F -1.096 -3.589 -2.806
F -0.994 -4.431 -4.822
F -0.794 -2.140 -4.635
P 1.500 1.980 -7.512
F 1.984 0.707 -6.670
F 2.534 1.456 -8.644
F 0.245 1.185 -8.045
F 1.218 3.271 -8.524
F 0.720 2.567 -6.218
F 2.806 2.873 -7.034
P -3.384 2.808 -3.687
F -3.329 4.297 -3.079
F -4.935 2.769 -3.250
F -3.840 3.521 -5.090
F -3.438 1.314 -4.333
F -1.832 2.819 -3.921
F -3.152 2.295 -2.204
P 5.210 -2.437 -4.087
F 6.504 -2.953 -5.032
F 5.848 -3.260 -2.807
F 6.013 -1.101 -3.561
F 3.910 -1.982 -3.171
F 4.695 -1.676 -5.390
F 4.399 -3.717 -4.665

2.
105
Properties=species:S:1:pos:R:3 method="wB97M-V/def2-TZVPD" energy_ev=-86679.14379 orbital_gap_ha=0.212 total_charge=+3
Rh -0.461 -0.152 -0.546
C 0.119 4.116 2.665
N -0.415 3.210 1.641
C 0.011 1.955 1.405
N -0.750 1.449 0.454
C -1.713 2.341 0.080
C -1.493 3.489 0.803
C -2.245 4.752 0.853
C -3.609 4.722 1.137
C -4.325 5.906 1.203
C -3.687 7.119 0.977
C -2.329 7.152 0.686
C -1.606 5.971 0.628
C -2.677 1.860 -0.911
C -3.386 2.676 -1.778
C -4.286 2.114 -2.677
C -4.493 0.741 -2.718
C -3.789 -0.094 -1.860
C -2.897 0.471 -0.963
P 1.267 0.920 2.205
C 2.086 0.370 0.675
N 1.485 -0.291 -0.314
C 2.439 -0.686 -1.233
C 3.650 -0.203 -0.782
N 3.398 0.440 0.416
C 4.396 1.138 1.238
C 5.012 -0.320 -1.335
C 5.993 -1.025 -0.641
C 7.267 -1.147 -1.176
C 7.565 -0.556 -2.397
C 6.591 0.152 -3.088
C 5.315 0.267 -2.561
C 2.146 -1.621 -2.340
C 3.165 -2.424 -2.853
C 2.907 -3.336 -3.865
C 1.628 -3.473 -4.382
C 0.598 -2.696 -3.871
C 0.860 -1.784 -2.862
C 0.170 -0.547 2.301
N -0.518 -1.068 1.278
C -1.177 -2.193 1.721
C -0.909 -2.321 3.073
N -0.062 -1.288 3.400
C 0.532 -1.066 4.723
C -1.331 -3.359 4.022
C -1.157 -4.699 3.677
C -1.535 -5.696 4.562
C -2.105 -5.360 5.783
C -2.298 -4.029 6.123
C -1.903 -3.027 5.251
C -2.043 -2.989 0.840
C -1.705 -3.101 -0.514
C -2.484 -3.816 -1.405
C -3.632 -4.442 -0.938
C -3.982 -4.345 0.403
C -3.194 -3.633 1.293
H 0.439 3.536 3.526
H -0.669 4.802 2.962
H 0.959 4.682 2.268
H -4.104 3.775 1.318
H -5.380 5.885 1.441
H -4.248 8.041 1.032
H -1.836 8.096 0.499
H -0.549 5.998 0.385
H -3.225 3.747 -1.772
H -4.834 2.759 -3.351
H -5.216 0.322 -3.404
H -3.963 -1.161 -1.861
H -2.465 -0.216 -0.200
H 5.323 1.184 0.677
H 4.563 0.600 2.168
H 4.054 2.149 1.449
H 5.755 -1.506 0.302
H 8.023 -1.707 -0.644
H 8.560 -0.650 -2.812
H 6.829 0.618 -4.035
H 4.551 0.814 -3.099
H 4.166 -2.360 -2.450
H 3.713 -3.951 -4.243
H 1.432 -4.181 -5.176
H -0.403 -2.787 -4.271
H 0.030 -1.158 -2.542
H 0.741 -2.031 5.176
H -0.153 -0.508 5.356
H 1.458 -0.509 4.609
H -0.706 -4.959 2.727
H -1.379 -6.734 4.302
H -2.401 -6.140 6.472
H -2.762 -3.770 7.065
H -2.081 -1.991 5.511
H -0.741 -2.696 -0.822
H -2.189 -3.917 -2.441
H -4.244 -5.023 -1.615
H -4.883 -4.826 0.757
H -3.492 -3.549 2.329
C 1.532 1.387 -4.142
S 0.926 1.985 -2.582
C 0.055 3.428 -3.140
O -0.227 1.028 -2.205
H 0.714 1.360 -4.860
H 1.937 0.389 -3.986
H 2.320 2.066 -4.473
H 0.792 4.202 -3.354
H -0.594 3.746 -2.326
H -0.531 3.187 -4.026